# 1
Below is a cluster of 2 separate species, C10H12F9N4O3S in total, with properties calculated with ωB97M-V with the def2-TZVPD basis set.

Calculated values
**Kohn-Sham gap**: 7.00 eV
**HOMO level**: -0.4184 Ha
**LUMO**: -4.4 eV

ORCA input file:
```
! RIJCOSX wB97M-V def2-TZVPD def2/J DEFGRID3
* xyz 1 1
N 3.33 -0.72 -0.80
C 2.93 0.53 -1.35
C 3.51 1.83 -1.14
N 2.71 2.67 -1.95
C 1.74 2.04 -2.61
N 1.84 0.72 -2.23
S 0.82 -0.57 -2.74
O 1.70 -1.66 -3.06
O 0.03 -0.28 -3.91
C -0.16 -1.13 -1.25
F -0.23 -2.48 -1.36
F 0.50 -0.90 -0.08
C -1.67 -0.63 -1.20
F -2.34 -1.08 -2.29
F -2.22 -1.29 -0.11
C -1.84 0.92 -0.91
F -2.55 1.06 0.25
F -0.63 1.57 -0.69
C -2.64 1.74 -2.01
F -2.23 1.53 -3.27
F -2.40 3.07 -1.74
F -3.96 1.55 -1.81
H 3.72 -0.54 0.12
H 3.99 -1.20 -1.42
H 4.37 2.12 -0.50
H 2.89 3.67 -1.98
H 0.95 2.39 -3.31
C 0.28 -1.58 2.92
O 1.38 -1.45 3.42
N -0.89 -1.28 3.53
C -2.17 -1.47 2.87
C -0.87 -0.76 4.89
H 0.14 -1.97 1.90
H -2.69 -0.51 2.81
H -2.77 -2.17 3.45
H -2.03 -1.86 1.87
H -0.29 0.17 4.91
H -0.38 -1.49 5.54
H -1.88 -0.57 5.24
*
```

# 2
Below is an isolated molecule of C10H12IN2PS, with properties calculated with ωB97M-V with the def2-TZVPD basis set.

Calculated values
**Kohn-Sham gap**: 6.43 eV
**HOMO level**: -0.2970 Ha
**LUMO**: -1.6 eV
**SMILES**: CCP(CC)c1cc2nsnc2cc1I

ORCA input file:
```
! RIJCOSX wB97M-V def2-TZVPD def2/J DEFGRID3
* xyz 0 1
C 2.08 -2.13 -0.28
C 1.44 -1.96 1.25
P 0.98 -0.08 1.40
C 2.27 0.79 0.29
C 2.48 2.39 0.57
C -0.78 0.00 0.58
C -0.92 0.95 -0.75
C -2.38 1.09 -1.52
N -2.59 1.98 -2.76
S -4.32 1.68 -3.09
N -4.81 0.57 -1.82
C -3.64 0.23 -0.91
C -3.56 -0.74 0.43
C -2.09 -0.83 1.20
I -1.97 -2.06 3.02
H 1.39 -1.50 -1.03
H 3.21 -1.77 -0.32
H 1.97 -3.26 -0.64
H 0.47 -2.64 1.26
H 2.20 -2.31 2.08
H 2.01 0.63 -0.84
H 3.32 0.27 0.47
H 1.66 3.07 0.03
H 2.59 2.68 1.70
H 3.51 2.69 0.06
H -0.02 1.55 -1.20
H -4.51 -1.32 0.81
*
```

# 3
Below is an isolated molecule of C10H12N2O, with properties calculated with ωB97M-V with the def2-TZVPD basis set.

Calculated values
**Kohn-Sham gap**: 8.68 eV
**Energy above the lowest of the compared OMol25 structures with the same formula, charge and spin**: 57.6 kcal/mol
**HOMO level**: -0.2933 Ha
**LUMO**: 0.7 eV
**SMILES**: [H]/N=C1\Nc2ccccc2C(C)(C)O1

ORCA input file:
```
! RIJCOSX wB97M-V def2-TZVPD def2/J DEFGRID3
* xyz 0 1
H 1.26 -0.59 -3.91
N 1.05 -1.32 -3.26
C 0.69 -0.97 -2.03
N 0.26 0.32 -1.93
C -0.22 0.93 -0.83
C -0.74 2.18 -0.99
C -1.30 2.76 0.15
C -1.26 2.08 1.39
C -0.95 0.72 1.47
C -0.36 0.14 0.34
C 0.37 -1.24 0.29
C -0.41 -2.22 1.14
C 1.69 -0.86 0.99
O 0.62 -1.86 -1.01
H 0.13 0.79 -2.77
H -0.74 2.80 -1.90
H -1.78 3.70 0.12
H -1.55 2.62 2.35
H -1.07 0.12 2.37
H 0.16 -3.17 1.12
H -0.53 -1.98 2.30
H -1.45 -2.44 0.92
H 2.49 -1.70 0.81
H 1.58 -1.07 2.09
H 2.08 0.25 0.78
*
```

# 4
Below is a structure of composition C10H12N2O4PtS, with properties calculated with ωB97M-V with the def2-TZVPD basis set.

Calculated values
**<S²>**: 2.01
**Kohn-Sham gap (alpha / beta)**: 7.30 / 6.06 eV
**Energy above the lowest of the compared OMol25 structures with the same formula, charge and spin**: 0.0 kcal/mol
**HOMO level (alpha / beta)**: -0.5181 / -0.6009 Ha
**LUMO (alpha / beta)**: -6.8 / -10.3 eV

ORCA input file:
```
! RIJCOSX wB97M-V def2-TZVPD def2/J DEFGRID3
* xyz 2 3
Pt 0.00 0.01 -1.43
O 0.12 2.81 -0.03
C 0.09 1.86 -0.68
C -0.09 -1.98 -1.13
O -0.14 -3.11 -0.92
C 1.99 -0.09 -1.06
O 3.00 -0.21 -0.54
C -1.99 0.10 -1.13
O -3.04 0.09 -0.64
C 0.04 0.77 -3.53
H -0.85 1.33 -3.79
H 0.99 1.25 -3.79
C -0.02 -0.66 -3.54
H 0.87 -1.24 -3.81
H -0.97 -1.15 -3.80
S -0.04 -0.89 2.10
C 0.01 0.37 3.24
N -1.11 0.92 3.76
C -1.14 1.81 4.95
C 0.13 2.63 5.00
C 1.33 1.71 4.89
N 1.19 0.88 3.68
H -1.97 0.42 3.51
H -1.25 1.20 5.86
H -2.05 2.43 4.88
H 0.17 3.20 5.92
H 0.15 3.34 4.17
H 1.38 1.05 5.77
H 2.28 2.24 4.83
H 2.00 0.34 3.37
*
```

# 5
Below is the ion C10H12N3O with charge +1, with properties calculated with ωB97M-V with the def2-TZVPD basis set.

Calculated values
**Kohn-Sham gap**: 9.26 eV
**Energy above the lowest of the compared OMol25 structures with the same formula, charge and spin**: 33.1 kcal/mol
**HOMO level**: -0.4533 Ha
**LUMO**: -3.1 eV
**SMILES**: O=C1Nc2ccccc2[C@@]12CNC[NH2+]2

ORCA input file:
```
! RIJCOSX wB97M-V def2-TZVPD def2/J DEFGRID3
* xyz 1 1
O 1.51 2.80 0.04
C 0.54 2.13 0.00
N -0.75 2.43 0.00
C -1.66 1.37 0.02
C -3.01 1.35 0.03
C -3.67 0.12 0.06
C -2.96 -1.04 0.06
C -1.51 -1.04 0.05
C -0.86 0.19 0.04
C 0.58 0.58 -0.03
C 1.39 -0.06 -1.24
N 2.71 -0.11 -0.68
C 2.72 -0.49 0.63
N 1.36 0.01 1.18
H -0.98 3.43 -0.04
H -3.52 2.37 0.18
H -4.69 0.02 -0.19
H -3.37 -2.00 0.21
H -0.99 -2.01 0.08
H 1.18 -1.12 -1.39
H 1.24 0.56 -2.13
H 3.46 0.37 -1.21
H 2.72 -1.51 0.84
H 3.48 -0.10 1.36
H 0.87 -0.81 1.75
H 1.45 0.92 1.62
*
```

# 6
Below is an isolated molecule of C10H12N4, with properties calculated with ωB97M-V with the def2-TZVPD basis set.

Calculated values
**Kohn-Sham gap (alpha / beta)**: 6.92 / 7.53 eV
**Energy above the lowest of the compared OMol25 structures with the same formula, charge and spin**: 85.7 kcal/mol
**HOMO level (alpha / beta)**: -0.2985 / -0.2973 Ha
**LUMO (alpha / beta)**: -1.2 / -0.6 eV

ORCA input file:
```
! RIJCOSX wB97M-V def2-TZVPD def2/J DEFGRID3
* xyz 0 1
C -2.11 -0.51 1.38
C -3.12 1.19 0.32
C -0.42 -1.63 -1.38
C -1.24 -0.64 0.37
C -1.31 0.23 -0.86
C 1.58 -0.41 0.71
C 0.85 -1.75 0.61
C -0.09 1.06 -0.50
C 1.36 0.50 -0.47
C 2.33 1.73 -0.48
N -3.01 0.49 1.49
N -2.50 1.01 -0.79
N -1.07 -0.68 -1.91
N -0.41 -1.70 -0.01
H -2.11 -1.39 2.01
H -3.91 1.96 0.28
H 0.02 -2.43 -1.97
H 1.42 0.01 1.69
H 2.63 -0.65 0.58
H 1.38 -2.55 0.10
H 0.86 -1.90 1.62
H -0.17 1.97 0.11
H 1.52 0.03 -1.43
H 1.93 2.55 -1.08
H 3.31 1.42 -1.00
H 2.28 2.10 0.62
*
```